Computed, not measured: C25H57Al2BrCl3F5N4O6S as an isolated structure in a non-equilibrium geometry, with wB97M-V/def2-TZVPD.

XYZ file:
```
104
C25H57Al2BrCl3F5N4O6S | OMol25 | wB97M-V/def2-TZVPD
C -0.01 -1.92 3.73
C 1.31 -1.31 2.96
Cl 2.90 -2.20 3.44
C 1.14 -1.14 1.33
Cl -0.10 0.20 0.94
N 0.90 -2.44 0.58
F -0.34 -2.97 0.75
H -0.20 -1.40 4.79
H 0.17 -3.08 3.85
H -0.93 -1.78 3.01
H 1.45 -0.20 3.39
H 2.18 -0.73 0.93
H 0.97 -2.19 -0.45
H 1.66 -3.17 0.73
C 4.38 0.88 7.11
S 4.25 2.17 5.85
O 2.86 2.10 5.28
C 5.36 1.38 4.66
H 3.73 1.15 7.94
H 4.07 -0.08 6.70
H 5.41 0.82 7.46
H 4.99 0.39 4.40
H 6.36 1.30 5.09
H 5.41 2.00 3.76
N 6.48 4.40 7.12
C 6.82 4.57 8.44
C 8.17 4.80 8.50
C 8.67 4.78 7.17
C 7.60 4.53 6.34
H 5.55 4.20 6.77
H 6.07 4.50 9.21
H 8.74 4.98 9.40
H 9.69 4.94 6.86
H 7.54 4.44 5.26
O -1.61 0.30 -2.33
H -1.31 -0.02 -1.46
H -1.67 1.26 -2.22
Cl 3.26 -3.11 0.87
C 3.28 -0.85 -2.23
C 1.98 -0.96 -3.01
C 2.03 -2.00 -4.13
C 2.97 -1.75 -5.31
N 2.71 -0.47 -6.16
C 3.11 -0.77 -7.63
C 1.87 -1.41 -8.21
C 0.73 -0.63 -7.60
C 1.25 -0.04 -6.29
C 3.58 0.68 -5.65
H 4.11 -0.54 -2.87
H 3.17 -0.12 -1.43
H 3.54 -1.81 -1.77
H 1.69 0.02 -3.40
H 1.19 -1.25 -2.31
H 1.01 -2.18 -4.50
H 2.33 -2.96 -3.68
H 2.88 -2.60 -5.99
H 4.01 -1.71 -4.99
H 3.32 0.19 -8.12
H 4.00 -1.40 -7.64
H 1.80 -2.46 -7.92
H 1.86 -1.36 -9.30
H -0.15 -1.27 -7.43
H 0.41 0.18 -8.27
H 0.66 -0.34 -5.43
H 1.23 1.06 -6.35
H 4.62 0.36 -5.67
H 3.27 0.93 -4.64
H 3.44 1.54 -6.31
Br -3.33 2.00 -1.39
C -6.89 1.25 -0.21
O -7.02 2.58 -0.73
C -8.02 3.30 -0.15
O -8.77 2.92 0.73
O -8.03 4.53 -0.73
C -9.03 5.41 -0.22
H -6.07 0.77 -0.74
H -6.65 1.28 0.85
H -7.81 0.68 -0.39
H -8.87 5.60 0.84
H -10.03 5.00 -0.40
H -8.95 6.36 -0.76
F -0.43 4.48 5.28
Al -0.90 2.99 6.18
F -0.59 1.55 5.14
F -2.65 3.07 6.59
F 0.07 2.87 7.69
Al 4.71 -5.32 0.02
C -4.90 -2.53 -1.63
C -5.72 -2.90 -0.41
C -6.22 -4.37 -0.42
O -7.31 -4.62 -1.30
C -6.94 -4.78 -2.66
N -6.85 -1.96 -0.28
H -5.51 -2.35 -2.52
H -4.34 -1.60 -1.45
H -4.17 -3.31 -1.87
H -5.07 -2.79 0.47
H -6.59 -4.61 0.59
H -5.40 -5.07 -0.61
H -5.98 -5.28 -2.77
H -6.94 -3.81 -3.16
H -7.71 -5.39 -3.15
H -7.33 -2.15 0.60
H -7.54 -2.21 -0.99
```

Output
E, Eh: -6993.45566
HOMO-LUMO gap, eV: 1.0
Molar mass, g/mol: 877.04
E_LUMO, Eh: -0.388
Net charge: +2

Computed, not measured: C25H57FO11P as an isolated structure in a non-equilibrium geometry, with wB97M-V/def2-TZVPD.

XYZ file:
```
95
C25H57FO11P | OMol25 | wB97M-V/def2-TZVPD
C -2.23 -1.16 3.39
C -0.70 -0.97 3.33
C -0.03 -2.01 2.41
C 0.50 -1.48 1.04
O 0.31 -0.12 0.79
P -1.18 0.31 -0.05
C -0.26 -0.04 -1.69
C -1.12 0.04 -2.96
F 0.73 0.93 -1.85
O -0.60 1.96 -0.03
C -1.70 2.68 0.42
C -3.00 2.14 -0.30
C -4.12 2.08 0.74
C -5.51 1.83 0.13
C -5.91 0.37 0.34
C -7.29 0.13 -0.28
O -8.00 -0.97 0.34
C -7.32 -2.12 0.11
O -6.88 -2.76 0.95
O -2.66 0.87 -0.77
H -2.39 -2.21 3.64
H -2.71 -0.98 2.43
H -2.68 -0.55 4.17
H -0.42 0.06 3.13
H -0.37 -1.19 4.34
H 0.82 -2.42 2.96
H -0.71 -2.84 2.28
H 0.12 -2.11 0.23
H 1.58 -1.64 1.04
H -1.79 -1.00 0.03
H -1.80 0.52 1.24
H 0.26 -0.99 -1.70
H -2.11 -0.38 -2.84
H -1.11 1.07 -3.31
H -0.62 -0.55 -3.73
H -1.54 3.74 0.17
H -1.85 2.67 1.51
H -3.24 2.87 -1.07
H -4.06 2.99 1.34
H -3.88 1.24 1.39
H -6.23 2.44 0.67
H -5.54 2.05 -0.93
H -6.03 0.22 1.41
H -5.17 -0.30 -0.08
H -7.12 -0.12 -1.33
H -7.90 1.02 -0.18
H -7.25 -2.42 -0.95
C 4.78 2.86 2.57
O 3.90 1.87 2.08
C 2.84 2.41 1.29
C 3.09 2.23 -0.19
O 4.22 3.00 -0.63
C 5.39 2.22 -0.78
H 5.66 2.35 2.97
H 5.10 3.54 1.78
H 4.30 3.43 3.38
H 2.68 3.47 1.53
H 1.92 1.87 1.55
H 2.22 2.59 -0.74
H 3.23 1.17 -0.42
H 5.31 1.60 -1.68
H 5.57 1.58 0.08
H 6.23 2.90 -0.90
C -2.67 -7.66 1.31
O -2.23 -8.26 2.52
C -1.09 -7.63 3.07
C -1.45 -6.71 4.21
O -2.21 -5.60 3.77
C -3.59 -5.74 4.04
H -3.66 -8.06 1.08
H -2.74 -6.57 1.40
H -1.99 -7.91 0.49
H -0.54 -7.08 2.29
H -0.43 -8.42 3.44
H -0.53 -6.31 4.65
H -1.98 -7.26 5.00
H -3.79 -5.59 5.10
H -3.97 -6.72 3.73
H -4.13 -4.97 3.48
C 5.40 3.09 -6.49
O 6.69 3.03 -5.91
C 7.45 4.21 -6.10
C 7.46 5.07 -4.85
O 6.17 5.59 -4.57
C 5.50 4.89 -3.53
H 4.82 2.25 -6.11
H 4.88 4.02 -6.21
H 5.47 3.02 -7.58
H 7.07 4.78 -6.95
H 8.48 3.91 -6.32
H 8.12 5.93 -5.02
H 7.85 4.51 -4.00
H 5.94 5.14 -2.56
H 5.54 3.81 -3.68
H 4.46 5.20 -3.53
```

Output
E, Eh: -2255.46728
HOMO-LUMO gap, eV: 7.2
Molar mass, g/mol: 583.69
E_LUMO, Eh: 0.092
Net charge: -1

Computed, not measured: a 3-piece molecular cluster, C25H58ClFIO13P4 overall in a non-equilibrium geometry, with wB97M-V/def2-TZVPD.

XYZ file:
```
103
C25H58ClFIO13P4 | OMol25 | wB97M-V/def2-TZVPD
C 6.72 2.01 0.01
C 5.43 1.57 -0.80
C 4.07 1.83 0.00
C 2.91 1.19 -0.87
O 2.42 1.89 -2.00
P 1.05 0.99 -2.61
C 0.82 2.08 -4.21
C 0.09 3.46 -3.88
F 2.07 2.44 -4.81
P 2.21 -0.43 -3.85
O 3.71 -0.11 -3.89
O 1.90 -2.00 -3.23
O 1.72 -0.48 -5.48
O 0.96 -0.10 -1.25
C 1.71 0.41 -0.12
C 0.63 1.31 0.61
C -0.80 0.63 0.51
C -1.77 1.14 1.68
Cl -3.48 1.13 1.00
C 2.36 -0.81 0.65
C 2.49 -0.63 2.22
C 3.90 -1.12 2.80
I 1.00 -1.98 3.15
H 6.83 3.13 -0.05
H 6.72 1.65 1.08
H 7.64 1.58 -0.48
H 5.56 0.48 -1.06
H 5.39 2.17 -1.76
H 4.08 1.36 1.02
H 3.88 2.94 0.05
H 3.44 0.30 -1.35
H 0.27 2.06 -1.99
H -0.28 0.49 -2.97
H 0.12 1.55 -4.94
H -1.01 3.22 -3.75
H 0.15 4.11 -4.81
H 0.52 3.98 -2.99
H 1.88 -2.58 -4.00
H 0.88 -0.98 -5.57
H 0.83 1.51 1.70
H 0.63 2.33 0.11
H -1.29 0.93 -0.46
H -0.74 -0.49 0.60
H -1.45 2.17 2.00
H -1.71 0.44 2.55
H 1.71 -1.71 0.42
H 3.38 -1.09 0.25
H 2.34 0.41 2.59
H 3.76 -1.39 3.89
H 4.60 -0.23 2.81
H 4.32 -2.00 2.25
O -1.09 -6.77 5.97
P 0.42 -6.87 5.77
O 0.43 -7.53 4.25
C 0.10 -6.70 3.15
C 1.23 -5.75 2.81
O 0.60 -8.27 6.65
C -0.29 -8.61 7.71
C -1.26 -9.67 7.24
O 2.11 -6.73 5.70
C 3.01 -7.36 6.61
C 3.48 -8.68 6.02
H -0.83 -6.15 3.35
H -0.10 -7.36 2.30
H 1.39 -5.03 3.61
H 1.01 -5.20 1.89
H 2.17 -6.30 2.68
H -0.80 -7.73 8.10
H 0.32 -9.01 8.52
H -1.83 -9.34 6.37
H -1.97 -9.93 8.03
H -0.73 -10.57 6.94
H 2.58 -7.48 7.60
H 3.88 -6.70 6.71
H 2.65 -9.36 5.83
H 4.18 -9.18 6.70
H 3.98 -8.52 5.06
O -4.02 4.14 -4.58
P -4.94 5.36 -4.72
O -3.78 6.54 -4.83
C -3.04 6.65 -6.04
C -3.87 7.28 -7.14
O -5.27 5.49 -3.10
C -5.24 4.36 -2.23
C -3.96 4.37 -1.42
O -6.14 6.53 -5.03
C -7.19 6.86 -4.14
C -6.80 8.04 -3.28
H -2.67 5.67 -6.35
H -2.17 7.28 -5.83
H -4.70 6.63 -7.43
H -3.26 7.48 -8.02
H -4.31 8.23 -6.80
H -5.37 3.43 -2.78
H -6.10 4.45 -1.56
H -3.08 4.37 -2.06
H -3.91 3.50 -0.76
H -3.91 5.27 -0.80
H -7.51 6.00 -3.54
H -8.06 7.14 -4.75
H -5.90 7.84 -2.69
H -7.60 8.31 -2.59
H -6.56 8.91 -3.90
```

Output
E, Eh: -4188.66229
HOMO-LUMO gap, eV: 4.9
Molar mass, g/mol: 871.98
E_LUMO, Eh: 0.009
Net charge: -1

Computed, not measured: C25H58LiN2O21P as an isolated structure in a non-equilibrium geometry, with wB97M-V/def2-TZVPD.

XYZ file:
```
108
C25H58LiN2O21P | OMol25 | wB97M-V/def2-TZVPD
C 1.24 -4.58 0.64
N 1.59 -3.33 1.35
C 2.74 -3.73 2.31
C 2.20 -2.53 0.24
C 0.42 -2.71 1.99
C 0.72 -1.51 2.97
O -0.62 -0.79 3.21
H 0.73 -4.30 -0.27
H 0.50 -5.11 1.31
H 1.99 -5.11 0.52
H 2.26 -4.47 3.12
H 3.15 -2.93 2.93
H 3.38 -4.28 1.87
H 3.06 -3.01 -0.16
H 2.39 -1.62 0.65
H 1.56 -2.50 -0.66
H -0.50 -3.25 2.53
H -0.14 -2.40 1.32
H 1.38 -0.93 2.38
H 1.26 -1.57 3.90
H -0.95 -0.49 2.55
C -0.98 5.78 1.05
N -1.94 4.89 0.43
C -3.23 5.64 0.28
C -1.52 4.47 -0.93
C -2.06 3.60 1.29
C -3.07 2.67 1.12
O -2.89 1.51 1.92
H -0.71 6.70 0.39
H 0.00 5.14 1.30
H -1.14 6.01 2.08
H -4.00 5.09 -0.31
H -3.06 6.62 -0.18
H -3.45 5.92 1.25
H -0.78 3.72 -0.97
H -1.10 5.24 -1.47
H -2.25 4.00 -1.53
H -2.00 3.99 2.30
H -1.21 2.98 1.30
H -3.21 2.50 0.27
H -4.16 3.05 1.57
H -2.05 1.09 1.60
Li -2.44 0.12 -0.22
P -0.26 0.36 -0.27
O -0.87 -0.84 -0.75
O -1.17 0.28 0.98
O -1.18 1.31 -0.91
O 1.14 0.68 -0.13
C -6.68 -1.77 -1.19
O -6.04 -0.94 -2.23
C -4.83 -0.63 -2.16
O -4.15 -0.69 -1.08
O -4.32 -0.24 -3.26
C -2.88 0.06 -3.40
H -5.82 -2.12 -0.65
H -7.45 -2.54 -1.70
H -7.17 -1.01 -0.32
H -2.58 0.99 -2.96
H -2.77 0.45 -4.42
H -2.28 -0.88 -3.36
C 1.03 0.81 -3.26
O 1.23 0.62 -4.73
C 1.77 -0.52 -5.24
O 2.13 -1.41 -4.47
O 1.74 -0.80 -6.59
C 2.35 -1.79 -7.18
H -0.10 0.86 -3.04
H 1.34 1.74 -3.06
H 1.11 -0.14 -2.70
H 3.29 -1.87 -6.83
H 2.44 -1.76 -8.33
H 1.86 -2.73 -6.72
C 4.18 0.68 -1.39
O 5.22 1.11 -0.61
C 6.19 1.89 -1.27
O 5.98 2.29 -2.47
O 7.43 2.04 -0.70
C 8.46 2.62 -1.50
H 3.52 1.43 -1.69
H 3.46 0.02 -0.84
H 4.47 0.11 -2.14
H 9.31 2.39 -0.94
H 8.27 3.66 -1.81
H 8.77 2.09 -2.48
C 0.79 2.09 3.35
O 1.07 3.04 4.26
C 0.98 2.77 5.61
O 0.62 1.71 6.09
O 1.47 3.77 6.35
C 1.50 3.77 7.80
H -0.33 1.58 3.50
H 1.42 1.25 3.23
H 0.66 2.52 2.33
H 2.07 2.92 8.10
H 0.54 3.78 8.09
H 1.90 4.62 8.04
C -2.43 -3.55 -1.35
O -2.58 -4.94 -1.64
C -2.21 -5.81 -0.70
O -1.93 -5.44 0.51
O -2.46 -7.12 -0.93
C -2.62 -8.07 0.12
H -3.06 -2.95 -2.05
H -1.29 -3.13 -1.13
H -3.09 -3.24 -0.33
H -2.63 -9.02 -0.28
H -3.69 -7.91 0.56
H -1.97 -7.98 1.05
```

Output
E, Eh: -3025.24407
HOMO-LUMO gap, eV: 5.9
Relative energy (zero: lowest compared OMol25 entry of this formula, charge and spin), kJ/mol: 622.88
Molar mass, g/mol: 760.65
E_LUMO, Eh: 0.008